{
  "formula": "C3H6FIO",
  "method": "wB97M-V/def2-TZVPD",
  "symbols": ["C", "C", "C", "O", "F", "I", "H", "H", "H", "H", "H", "H"],
  "coordinates": [[-0.028, -1.485, -0.387], [0.625, -0.139, -0.403], [-0.125, 0.993, 0.293], [-0.354, 0.803, 1.654], [-1.426, 1.013, -0.225], [1.020, 2.761, -0.312], [-0.922, -1.492, -1.011], [0.563, -2.317, -0.774], [-0.442, -1.625, 0.662], [1.636, -0.051, 0.240], [0.686, 0.335, -1.494], [-1.233, 1.203, 1.757]],
  "gap_ev": 10.0,
  "de_lowest_kcal_mol": 4.71
}

***

{
  "formula": "C4H10O2",
  "method": "wB97M-V/def2-TZVPD",
  "symbols": ["C", "O", "C", "C", "C", "O", "H", "H", "H", "H", "H", "H", "H", "H", "H", "H"],
  "coordinates": [[-1.905, -0.758, -0.198], [-0.615, -0.803, 0.315], [0.345, 0.309, -0.216], [0.122, 1.483, 0.607], [1.709, -0.299, -0.046], [1.786, -1.544, -0.676], [-2.415, 0.169, 0.040], [-1.943, -0.876, -1.277], [-2.499, -1.558, 0.219], [0.100, 0.434, -1.278], [-0.975, 1.626, 0.538], [0.542, 2.388, 0.211], [0.369, 1.447, 1.646], [2.454, 0.347, -0.518], [1.952, -0.365, 1.028], [0.974, -1.999, -0.395]],
  "gap_ev": 11.2,
  "de_lowest_kcal_mol": 32.98
}

***

{
  "formula": "C9H21ClF5IrO3P2Te",
  "method": "wB97M-V/def2-TZVPD",
  "symbols": ["C", "C", "H", "H", "H", "O", "Cl", "Ir", "P", "C", "C", "H", "H", "H", "H", "H", "H", "C", "H", "H", "H", "P", "C", "C", "H", "H", "H", "C", "H", "H", "H", "H", "H", "H", "C", "O", "F", "Te", "F", "F", "F", "F", "O"],
  "coordinates": [[-1.446, -3.068, -2.320], [-1.336, -2.302, -1.017], [-2.515, -3.310, -2.454], [-0.973, -4.104, -2.229], [-1.113, -2.545, -3.216], [-1.906, -2.412, 0.082], [0.938, -1.942, -1.176], [-0.091, 0.196, 0.140], [0.283, -1.395, 1.816], [-0.685, -0.995, 3.302], [0.050, -3.216, 1.617], [0.403, -3.707, 2.523], [2.395, -2.113, 2.760], [0.630, -3.546, 0.750], [2.598, -1.179, 1.221], [-1.752, -1.083, 3.046], [-1.012, -3.388, 1.449], [2.084, -1.210, 2.185], [-0.425, -1.708, 4.100], [2.222, -0.313, 2.742], [-0.440, 0.032, 3.607], [-0.523, 1.209, -1.870], [-1.683, 2.599, -1.881], [1.132, 1.872, -2.309], [-0.130, -0.577, -3.424], [-1.097, 0.722, -4.138], [-1.861, -0.419, -3.038], [-0.959, 0.120, -3.268], [1.865, 1.082, -2.116], [1.135, 2.144, -3.381], [-1.782, 3.004, -2.893], [-1.348, 3.368, -1.191], [1.354, 2.726, -1.693], [-2.679, 2.235, -1.543], [-1.328, 1.250, 1.000], [-2.111, 1.883, 1.559], [2.749, 3.644, 0.186], [1.706, 2.858, 1.601], [1.940, 4.415, 2.673], [0.683, 2.077, 3.108], [3.360, 2.123, 2.350], [0.119, 3.667, 0.827], [1.549, 1.308, 0.510]],
  "gap_ev": [5.9, 4.2],
  "s2": 8.781,
  "spin_multiplicity": 6,
  "total_charge": 3
}